{
  "formula": "C25H37N3O3PRh",
  "method": "the ωB97M-V functional and the def2-TZVPD basis",
  "symbols": ["Rh", "N", "N", "C", "O", "O", "H", "H", "H", "C", "C", "C", "P", "C", "C", "C", "C", "C", "C", "C", "C", "C", "C", "N", "C", "C", "C", "C", "C", "C", "C", "C", "C", "H", "H", "H", "H", "H", "H", "H", "H", "H", "H", "H", "H", "H", "H", "H", "H", "H", "H", "H", "H", "H", "H", "H", "H", "H", "H", "H", "H", "H", "H", "H", "C", "C", "O", "H", "H", "H"],
  "coordinates": [[-0.03684, -0.12491, 0.28987], [0.91807, -1.74782, 1.30467], [2.29902, -1.48137, 1.45447], [2.81190, -0.35934, 0.75730], [4.00525, -0.32465, 0.53335], [1.93076, 0.53355, 0.46074], [0.53161, -1.95154, 2.21540], [0.76088, -2.55134, 0.69732], [2.89863, -2.29226, 1.44869], [-1.84670, 0.70332, 3.11778], [-2.48093, -0.59091, 2.60575], [-2.00276, -1.79564, 3.40709], [-2.22501, -0.69864, 0.77844], [-3.06403, -2.24385, 0.23933], [-3.02095, -2.37284, -1.28135], [-4.50981, -2.36924, 0.72421], [-3.08657, 0.75867, 0.19015], [-4.43058, 1.04812, 0.44716], [-5.01521, 2.23335, 0.05087], [-6.45782, 2.54871, 0.33161], [-4.18688, 3.15085, -0.61142], [-2.85301, 2.91779, -0.84895], [-2.23816, 1.70844, -0.43939], [-0.89834, 1.45376, -0.60604], [-0.20041, 2.35600, -1.45927], [-0.40203, 2.27436, -2.84443], [-1.33929, 1.25008, -3.42060], [0.28710, 3.14265, -3.67942], [1.17208, 4.09067, -3.17464], [1.94238, 4.99456, -4.09769], [1.33702, 4.16598, -1.79939], [0.65829, 3.31938, -0.92657], [0.80461, 3.49649, 0.55823], [-2.01320, 0.80065, 4.19201], [-2.25876, 1.58180, 2.62265], [-0.76270, 0.70149, 2.95449], [-3.56846, -0.52234, 2.71377], [-0.92779, -1.94073, 3.31587], [-2.50527, -2.72142, 3.12446], [-2.19319, -1.62618, 4.46857], [-2.47961, -3.04889, 0.70043], [-3.63551, -1.59205, -1.73703], [-3.43491, -3.33845, -1.57809], [-2.01514, -2.29445, -1.67599], [-5.13901, -1.61668, 0.25019], [-4.61213, -2.27482, 1.80681], [-4.90179, -3.34818, 0.44214], [-5.03386, 0.32457, 0.98470], [-6.98268, 1.67304, 0.71532], [-6.97754, 2.87513, -0.57119], [-6.56230, 3.34559, 1.07164], [-4.60768, 4.09708, -0.93668], [-2.26025, 3.67962, -1.33676], [-1.14345, 0.25232, -3.01949], [-1.24687, 1.21106, -4.50572], [-2.37920, 1.48058, -3.17594], [0.13635, 3.07178, -4.75210], [1.34398, 5.28033, -4.96356], [2.84128, 4.49862, -4.47092], [2.25592, 5.90457, -3.58648], [2.01018, 4.91067, -1.38741], [1.66927, 4.12085, 0.78127], [0.93844, 2.54876, 1.07017], [-0.08367, 3.98476, 0.97037], [1.41243, -0.53403, -2.24061], [0.47339, -1.17851, -1.24935], [0.16573, -2.33860, -1.34276], [0.97795, 0.35903, -2.68248], [1.62768, -1.27985, -3.00359], [2.32542, -0.21786, -1.73695]],
  "atomic_forces_ev_per_a": [[0.4, -0.3, 0.7], [0.0, 0.0, 0.0], [0.0, 0.0, 0.1], [0.1, 0.1, -0.1], [0.0, 0.0, 0.1], [-0.1, 0.3, -0.4], [0.0, 0.0, 0.1], [0.0, 0.0, 0.0], [0.0, 0.0, -0.1], [0.1, 0.0, 0.0], [-0.1, 0.0, -0.1], [-0.1, 0.0, 0.0], [0.2, 0.3, -0.4], [-0.1, 0.0, 0.1], [-0.1, 0.1, 0.0], [0.0, 0.0, 0.1], [0.3, 0.2, -0.1], [0.0, 0.0, 0.0], [0.1, 0.0, 0.0], [-0.1, 0.0, 0.0], [-0.1, 0.0, 0.0], [0.0, 0.0, 0.0], [-0.2, -0.4, 0.1], [-0.4, 0.4, 0.1], [0.1, -0.1, 0.1], [0.1, 0.0, 0.0], [-0.1, 0.0, 0.0], [0.0, 0.0, 0.0], [0.0, 0.0, 0.0], [0.0, 0.0, 0.0], [0.0, 0.0, 0.0], [0.0, 0.0, 0.0], [0.0, 0.1, 0.0], [0.0, 0.0, 0.0], [0.0, 0.0, 0.0], [0.0, 0.0, 0.0], [0.0, 0.1, 0.1], [0.0, 0.0, 0.0], [0.0, 0.0, 0.0], [0.0, 0.0, 0.0], [0.1, 0.0, -0.1], [0.0, 0.0, 0.0], [0.0, 0.0, 0.0], [0.1, 0.0, 0.0], [0.0, 0.0, 0.0], [0.0, 0.0, 0.0], [0.0, 0.0, 0.0], [0.0, 0.0, 0.0], [0.0, 0.0, 0.0], [0.0, 0.0, 0.0], [0.0, 0.0, 0.0], [0.0, 0.0, 0.0], [0.0, 0.0, 0.0], [0.0, 0.0, 0.0], [0.0, 0.0, 0.0], [0.0, 0.0, 0.0], [0.0, 0.0, 0.0], [0.0, 0.0, 0.0], [0.0, 0.0, 0.0], [0.0, 0.0, 0.0], [0.0, 0.0, 0.0], [0.0, 0.0, 0.0], [0.0, 0.0, 0.0], [0.0, 0.0, 0.0], [0.0, 0.0, 0.0], [-0.1, -0.3, -0.4], [0.0, -0.1, 0.1], [0.0, 0.0, 0.1], [0.0, 0.0, 0.0], [0.0, 0.0, 0.0]],
  "mulliken_charge": [-0.4453, 0.0571, -0.4975, 0.3771, -0.6809, -0.5892, 0.1888, 0.3376, 0.2376, -1.6285, 0.5295, -1.5519, 2.0960, 0.6119, -1.2775, -1.6463, -0.5918, -0.6264, 0.0747, -1.7690, -0.8875, -0.5356, 0.4334, 1.1382, -1.5502, 1.6762, -1.3586, -1.0828, 0.6087, -1.5759, -1.1086, 1.3735, -1.2545, 0.5569, 0.2858, 0.2187, 0.5084, 0.1764, 0.3127, 0.4966, 0.4787, 0.2438, 0.4896, 0.2006, 0.3495, 0.3475, 0.4908, 0.2009, 0.3518, 0.3779, 0.3275, 0.4068, 0.4828, 0.1545, 0.4464, 0.3373, 0.3824, 0.3878, 0.2796, 0.3856, 0.3746, 0.4365, 0.1110, 0.2585, -1.1513, 1.1904, -0.6551, 0.0355, 0.4515, 0.1885],
  "gap_ev": 7.30,
  "total_energy_ev": -49437.3118
}


{
  "formula": "C21H35N3O4",
  "method": "the ωB97M-V functional and the def2-TZVPD basis",
  "symbols": ["C", "C", "C", "C", "C", "O", "N", "C", "C", "C", "O", "N", "C", "C", "C", "C", "C", "N", "C", "O", "C", "C", "C", "O", "C", "C", "C", "C", "H", "H", "H", "H", "H", "H", "H", "H", "H", "H", "H", "H", "H", "H", "H", "H", "H", "H", "H", "H", "H", "H", "H", "H", "H", "H", "H", "H", "H", "H", "H", "H", "H", "H", "H"],
  "coordinates": [[-1.90216, 2.64013, 1.38622], [-2.34549, 1.40418, 1.55931], [-2.53107, 0.41391, 0.45060], [-1.64982, -0.85271, 0.57057], [-1.35235, -1.35740, -0.83005], [-1.99156, -2.25709, -1.35026], [-0.35433, -0.71004, -1.47321], [-0.04045, -0.98335, -2.85505], [0.81827, -2.24073, -3.00564], [0.69034, 0.24401, -3.39381], [1.16293, 1.08578, -2.64437], [0.80959, 0.30649, -4.73523], [1.51830, 1.39420, -5.39047], [0.68469, 2.66580, -5.54395], [-0.54504, 2.42307, -6.41089], [1.55747, 3.77245, -6.12403], [-0.38537, -0.75225, 1.48134], [-1.02895, -1.69562, 2.38807], [-0.64456, -2.37778, 3.49452], [-1.35359, -3.24411, 3.97139], [0.71095, -1.98415, 4.07089], [1.47915, -3.23412, 4.48509], [0.56054, -0.99994, 5.23970], [0.04798, -1.71508, 6.33649], [1.85903, -0.17873, 5.45810], [1.24037, 0.94966, 4.60393], [-0.14763, 0.32155, 4.85429], [-2.19310, -1.92724, 1.54163], [-1.78551, 3.32106, 2.21921], [-1.64508, 3.01308, 0.40076], [-2.59260, 1.06675, 2.56348], [-3.57077, 0.08037, 0.40180], [-2.31574, 0.92007, -0.49402], [0.13087, 0.07779, -1.06634], [-0.97760, -1.12458, -3.40124], [1.01898, -2.46094, -4.05479], [1.77044, -2.10748, -2.49029], [0.29024, -3.08635, -2.56867], [0.35815, -0.39813, -5.29191], [2.41189, 1.61003, -4.80389], [1.83693, 1.04015, -6.37411], [0.36243, 2.96004, -4.54100], [-0.25103, 2.11642, -7.41922], [-1.18785, 1.64677, -5.99261], [-1.14226, 3.33105, -6.50302], [1.91412, 3.50066, -7.12153], [0.99801, 4.70397, -6.21572], [2.42861, 3.96350, -5.49522], [0.53097, -1.13274, 1.02179], [-0.19307, 0.23343, 1.90925], [1.27030, -1.45149, 3.29581], [1.69541, -3.85667, 3.61599], [2.42365, -2.96767, 4.96101], [0.88357, -3.81503, 5.18459], [-0.12391, -1.09420, 7.05088], [1.94610, 0.11621, 6.50538], [2.80088, -0.62122, 5.13407], [1.39297, 1.97242, 4.94163], [1.54022, 0.88234, 3.55804], [-0.87810, 0.29982, 4.04669], [-0.61826, 0.75690, 5.73891], [-3.14094, -1.67378, 2.02105], [-2.25621, -2.93347, 1.12805]],
  "atomic_forces_ev_per_a": [[0.0, 0.0, 0.0], [-0.2, -0.1, 0.1], [0.2, 0.1, -0.1], [0.2, 0.1, 0.0], [-0.2, -0.2, 0.0], [0.0, 0.0, 0.0], [0.0, 0.0, 0.0], [0.0, 0.0, 0.0], [0.0, 0.0, 0.0], [0.0, 0.0, 0.0], [0.0, 0.0, 0.0], [0.0, 0.0, 0.0], [0.0, 0.0, 0.0], [0.0, 0.0, 0.0], [0.0, 0.0, 0.0], [0.0, 0.0, 0.0], [0.0, 0.0, 0.0], [0.0, 0.0, 0.0], [0.0, 0.0, 0.0], [0.0, 0.0, 0.0], [0.0, 0.0, 0.0], [0.0, 0.0, 0.0], [0.0, 0.0, 0.0], [0.0, 0.0, 0.0], [0.0, 0.0, 0.0], [0.0, 0.0, 0.0], [0.0, 0.0, 0.0], [0.0, 0.1, 0.1], [0.0, 0.0, 0.0], [0.0, 0.0, 0.0], [0.0, 0.0, 0.0], [0.0, 0.0, 0.0], [0.0, 0.0, 0.0], [0.0, 0.0, 0.0], [0.0, 0.0, 0.0], [0.0, 0.0, 0.0], [0.0, 0.0, 0.0], [0.0, 0.0, 0.0], [0.0, 0.0, 0.0], [0.0, 0.0, 0.0], [0.0, 0.0, 0.0], [0.0, 0.0, 0.0], [0.0, 0.0, 0.0], [0.0, 0.0, 0.0], [0.0, 0.0, 0.0], [0.0, 0.0, 0.0], [0.0, 0.0, 0.0], [0.0, 0.0, 0.0], [0.0, 0.0, 0.0], [0.0, 0.0, 0.0], [0.0, 0.0, 0.0], [0.0, 0.0, 0.0], [0.0, 0.0, 0.0], [0.0, 0.0, 0.0], [0.0, 0.0, 0.0], [0.0, 0.0, 0.0], [0.0, 0.0, 0.0], [0.0, 0.0, 0.0], [0.0, 0.0, 0.0], [0.0, 0.0, 0.0], [0.0, 0.0, 0.0], [0.0, 0.0, 0.0], [0.0, 0.0, 0.0]],
  "mulliken_charge": [-0.7542, 0.0404, -1.0892, 2.3086, -0.8342, -0.7096, -0.0237, -0.0539, -1.5118, 0.4934, -0.7337, -0.0392, -1.1915, 0.9506, -1.4223, -1.5917, -1.2317, 0.4105, -0.1639, -0.7027, 0.6888, -1.8752, 0.9032, -0.5828, -0.9493, -0.5897, -0.2102, -1.0818, 0.2815, 0.2525, 0.2894, 0.3083, 0.4382, 0.3744, 0.3697, 0.3885, 0.3526, 0.4453, 0.3004, 0.3594, 0.4706, 0.2034, 0.3287, 0.3206, 0.4081, 0.3450, 0.4012, 0.3893, 0.4182, 0.1652, 0.3314, 0.4496, 0.3868, 0.3773, 0.5052, 0.3234, 0.2988, 0.4541, 0.1218, -0.3265, 0.3975, 0.2796, 0.3374],
  "smiles": "C=CCC1(C(=O)N[C@H](C)C(=O)NCC(C)C)CN(C(=O)[C@H](C)C2(O)CCC2)C1",
  "relative_energy_kj_mol": 92.4,
  "gap_ev": 9.57,
  "total_energy_ev": -35005.4215
}